Record 1
54
Properties=species:S:1:pos:R:3:forces:R:3 method="wB97M-V/def2-TZVPD" gap_ev=8.50 charge=0
O 2.12849 -0.21457 -0.03740 6.402 1.985 -1.242
C 1.03070 -0.42610 0.22273 -5.294 -5.399 -1.504
N 0.32978 -1.48575 -0.41703 4.072 2.898 1.001
H -0.52100 -1.70205 0.00290 -1.973 -1.010 0.359
C 1.17777 -2.31855 -1.24546 -15.170 -9.373 2.049
C 1.25312 -3.85950 -0.61504 -1.325 0.034 -2.149
C 2.16680 -4.08282 0.46740 -4.058 6.373 -6.116
C 2.50953 -5.26193 0.72659 1.880 -9.012 4.220
C 1.74235 -6.37938 0.32878 -0.359 2.331 0.071
C 0.69110 -6.11887 -0.56073 4.192 0.960 2.750
C 0.40211 -5.06943 -1.26788 7.167 7.809 6.304
H -0.19965 -4.89602 -2.00050 -3.728 0.735 -4.298
H 0.24093 -6.88279 -0.83494 -4.458 -7.475 -2.122
H 1.74345 -7.35730 0.76693 0.672 -0.238 0.100
H 3.28199 -5.36647 1.50750 -0.108 -0.470 -0.568
H 2.74269 -3.25330 0.68320 1.015 1.668 1.051
H 1.95610 -1.91860 -1.44509 9.741 4.872 -2.942
H 0.30493 -2.54301 -2.06123 3.105 0.534 0.481
C 0.18910 0.27184 1.12183 0.603 -3.023 10.410
N -0.72506 1.02146 0.52404 9.081 7.734 -0.400
C -1.75571 0.63847 0.10516 -15.305 -8.676 -2.143
O -2.34011 -0.66904 0.43157 3.202 5.867 -1.687
C -2.82967 1.55283 -0.61736 2.796 -0.091 2.583
N -3.03713 2.70311 0.05719 0.505 0.245 -5.243
C -3.62459 3.63994 -0.89467 0.384 4.038 10.674
C -4.45183 3.35052 -1.83125 1.393 0.559 -0.158
N -4.18601 2.17874 -2.17946 -5.462 -4.748 -8.219
C -3.49973 1.21631 -1.86233 3.871 0.336 5.795
H -3.36136 0.18442 -2.02848 -0.606 -1.179 -1.885
H -5.13844 3.98705 -2.23905 -1.769 1.407 -1.455
H -3.88528 4.59597 -0.28411 1.208 -1.016 -1.260
C 0.09390 2.31029 -0.13904 -14.535 0.393 -2.143
C -0.26818 2.34181 -1.60621 1.826 4.984 3.949
C -0.01574 1.37612 -2.38993 -0.090 -7.092 -4.983
C -0.32957 1.73996 -3.74583 -1.471 -0.881 -4.643
C -0.82444 2.98548 -4.04271 7.034 -7.976 13.679
S -0.55528 3.88801 -2.46414 -1.018 -1.532 -0.018
H -1.15441 3.54387 -4.62945 -4.920 7.750 -10.200
H -0.34588 1.04028 -4.67775 0.249 0.701 2.141
H 0.11348 0.14628 -2.23702 -0.019 3.779 0.243
H 0.90770 2.31454 0.26929 9.532 -0.346 3.602
H -0.60429 2.97683 0.46834 1.419 0.458 -1.274
C 1.02162 0.91018 2.40523 -6.306 4.146 -1.731
C 0.37641 2.01258 3.15256 -9.751 -8.196 -13.604
C 1.02589 2.60738 3.95651 -4.019 12.953 9.631
C 2.21292 2.54498 4.34904 8.280 -7.108 -1.553
C 2.90143 1.47542 3.78313 2.683 -0.846 0.344
C 2.25352 0.83442 2.79298 4.980 -7.098 -4.515
H 2.84484 -0.10863 2.03484 -1.125 3.019 2.843
H 3.93963 0.97994 3.98073 -1.837 1.897 0.221
F 2.87814 3.07964 5.25208 1.364 4.200 4.461
H 0.44963 3.50802 4.48446 1.010 -1.499 -0.901
H -0.74299 2.38919 2.61007 3.187 -1.101 2.425
H -0.51369 -0.43179 1.86903 1.855 0.722 -2.430


Record 2
102
Properties=species:S:1:pos:R:3:forces:R:3 method="wB97M-V/def2-TZVPD" gap_ev=2.63 charge=0 relative_energy_kj_mol=0.0
Tl -14.50010 -31.89450 15.66099 -0.634 -1.161 -0.253
C -16.07217 -34.73571 17.54569 1.923 -0.950 -2.432
O -16.73425 -33.48571 17.69450 -1.525 0.537 1.242
O -14.83403 -34.54406 16.95616 -0.987 0.578 1.589
C -16.00118 -35.54587 18.92386 1.263 2.122 -1.934
F -17.16138 -35.85850 19.38309 -3.235 -1.627 0.444
F -15.22565 -36.63226 19.00423 0.249 -0.142 -0.577
F -15.56471 -34.67625 19.80956 1.742 1.397 1.800
C -18.19842 -33.48407 17.95680 0.907 -0.593 -1.646
C -18.73333 -32.04289 17.82255 1.209 -0.240 1.152
H -18.55435 -31.57898 16.85258 -0.223 -0.496 -0.179
H -19.75493 -31.89376 18.17212 -0.116 -0.376 -0.306
H -18.12112 -31.46411 18.51415 0.012 0.292 0.077
H -18.41847 -34.06035 18.85546 -0.033 0.806 0.507
H -18.65092 -34.10550 17.18404 -0.059 -0.049 -0.365
H -16.61644 -35.33028 16.81196 -0.984 -0.464 0.211
C -17.28025 -33.11147 12.52866 3.337 -0.180 1.632
O -16.60164 -33.63414 11.33414 -1.353 -0.235 -1.451
O -16.27600 -32.99244 13.49150 -1.868 0.768 -1.324
C -18.08557 -31.76680 12.18497 1.243 -1.463 0.598
F -19.24413 -32.01587 11.66918 -2.906 -1.742 -1.900
F -18.41449 -30.99078 13.19163 0.801 0.857 2.156
F -17.47944 -31.00124 11.29338 1.511 0.807 -0.858
C -17.36373 -34.29485 10.24220 0.204 1.066 0.554
C -16.38267 -34.58743 9.08788 -0.027 0.812 0.255
H -16.74579 -35.31249 8.35950 0.018 -0.260 0.320
H -16.20229 -33.68064 8.51056 -0.373 0.313 -0.017
H -15.36619 -34.79569 9.42181 -0.239 -0.721 0.371
H -18.18948 -33.68727 9.87198 0.319 0.985 -0.229
H -18.01366 -35.11272 10.55328 0.921 -0.908 0.657
H -17.92068 -33.91710 12.88769 -1.055 0.174 -0.224
C -13.00775 -28.55960 18.29545 1.034 0.656 -0.233
C -11.53096 -28.71325 17.63563 -1.889 0.322 1.928
C -10.69087 -29.58157 18.62693 2.002 0.974 -0.548
C -9.24159 -29.84830 18.08283 -1.436 -2.952 -0.794
C -9.42296 -30.74173 16.79832 0.545 2.005 -0.077
C -10.38110 -30.04366 15.75280 0.506 -3.044 -0.837
N -11.59978 -29.49173 16.35624 -4.748 3.276 -3.759
O -12.72572 -29.21923 15.50220 5.959 -2.187 4.732
C -10.80573 -31.16501 14.76819 0.236 0.483 -0.657
C -9.52377 -29.05023 14.97810 0.199 1.146 -0.461
C -10.97142 -27.25734 17.32439 -0.126 -1.011 -0.812
H -12.97672 -27.92923 19.18415 0.886 0.276 0.086
H -13.45237 -29.45504 18.72972 0.141 -0.450 -0.909
H -13.68971 -27.98756 17.66631 -0.035 -0.618 -0.415
H -11.25219 -30.49439 18.82638 0.254 -0.196 -0.194
H -10.44037 -29.13116 19.58738 -1.068 0.663 0.064
H -8.73371 -30.55438 18.73981 0.007 0.303 0.554
H -8.54797 -29.01677 17.95812 -0.572 0.314 -0.150
H -9.61260 -31.80291 16.95968 -0.822 0.238 0.450
H -8.45017 -30.77619 16.30783 0.011 0.087 -0.329
H -11.18677 -30.77043 13.82626 -0.719 0.254 0.305
H -11.47720 -31.90452 15.20449 0.138 0.055 -0.089
H -9.90441 -31.64204 14.38325 0.203 -0.354 0.650
H -10.09255 -28.37459 14.33928 -0.322 0.282 0.433
H -8.86708 -29.51043 14.23981 -0.145 -0.803 0.297
H -8.83922 -28.51498 15.63613 -0.222 0.293 -0.009
H -10.87396 -26.60543 18.19251 0.002 -0.481 0.210
H -11.62060 -26.75237 16.60910 -0.395 -0.154 0.125
H -10.03151 -27.32395 16.77644 0.152 0.025 0.473
C -17.65714 -27.79659 17.49856 -0.822 0.232 0.067
N -17.38276 -28.92213 16.61313 0.178 -0.465 -0.931
O -16.22710 -29.33803 16.68398 -1.539 -0.601 -0.777
O -18.31456 -29.20871 15.82843 2.485 -0.156 1.532
H -17.76549 -27.04029 16.72114 -0.291 0.677 0.787
H -16.86612 -27.60463 18.22350 0.053 -0.149 -0.449
H -18.58783 -28.05570 18.00331 -0.087 0.500 -0.141
C -16.34401 -30.92421 20.42909 1.318 -0.468 -0.097
N -15.11756 -31.47712 19.78757 0.830 -0.130 -1.858
O -14.24021 -32.00990 20.43367 -0.313 0.319 0.778
O -15.09980 -31.42037 18.56922 -0.036 0.439 0.495
H -16.69459 -30.14514 19.75215 -0.230 -0.293 0.268
H -16.00120 -30.55552 21.39587 -0.587 -0.205 0.064
H -16.91045 -31.85540 20.41746 -0.778 0.497 0.523
C -11.90016 -36.37517 15.45502 0.509 -0.767 0.531
N -11.59113 -34.95358 15.02144 -2.580 -1.913 1.045
O -10.52262 -34.70959 14.60837 3.484 0.384 -1.230
O -12.45831 -34.14546 15.18168 -1.043 0.544 0.316
H -12.91672 -36.70951 15.24785 0.049 0.716 -0.006
H -11.68136 -36.43164 16.52134 -0.511 0.531 0.106
H -11.18752 -37.11347 15.08738 0.102 0.556 -0.805
C -16.72430 -28.20536 12.21658 0.870 -0.127 -0.310
N -15.66269 -29.08417 12.77518 1.639 -1.350 0.390
O -15.81755 -29.62495 13.87042 0.045 1.023 -1.616
O -14.61988 -29.16930 12.09477 -1.637 0.121 1.035
H -17.65073 -28.34103 12.77462 0.272 0.231 -0.130
H -16.77053 -28.42612 11.15017 -0.358 -0.290 0.239
H -16.20022 -27.25040 12.25520 -0.705 0.382 0.352
C -12.11091 -34.15994 19.74892 1.610 -1.849 0.246
N -11.68773 -33.74756 18.36135 -2.846 1.557 -1.319
O -10.95246 -34.41900 17.67532 0.676 -0.357 1.039
O -12.31375 -32.78910 17.87978 1.133 -0.406 1.102
H -11.96530 -33.42493 20.54053 -0.438 0.411 -0.728
H -11.42742 -34.97880 19.97344 0.259 0.045 0.066
H -13.07052 -34.67682 19.74017 -0.334 0.902 -0.447
C -13.05927 -32.33859 10.74316 -1.181 0.374 -0.314
N -12.80600 -33.03398 12.02171 0.220 0.250 1.758
O -12.29618 -34.14841 11.89978 -0.663 1.362 1.080
O -13.15514 -32.44519 13.09736 1.294 -1.893 -3.330
H -12.20641 -32.08075 10.11527 0.549 -0.029 0.890
H -13.66363 -31.47290 11.01415 0.015 -0.088 -0.383
H -13.58668 -33.06753 10.12788 -0.428 0.173 0.256


Record 3
20
Properties=species:S:1:pos:R:3:forces:R:3 method="wB97M-V/def2-TZVPD" gap_ev=11.72 charge=+1 relative_energy_kj_mol=70.8
O -1.83632 0.37433 -1.80524 -0.590 0.070 0.285
C -1.25417 -0.14561 -0.90328 1.390 0.141 -0.730
O -0.90499 -1.44285 -0.87124 -0.238 0.404 0.745
C -0.58911 0.63946 0.21853 -0.265 0.094 0.673
C -1.34683 0.51834 1.51661 -1.060 -0.725 0.626
N 0.88330 0.24309 0.36411 -1.343 1.148 -0.350
H -1.37574 -1.86642 -1.58944 -0.190 -0.476 -0.595
H -0.58801 1.67647 -0.08754 0.053 0.104 -0.122
H -0.87368 0.88499 2.42588 0.511 -0.049 -0.193
H -2.27090 1.06867 1.48328 -0.289 0.692 -0.445
H -1.75580 -0.47954 1.69346 0.684 -0.268 0.058
H 1.33567 1.08430 0.00284 0.631 -0.334 -0.409
H 1.06561 -0.57204 -0.22711 0.419 -0.285 0.464
H 1.12113 0.12363 1.34101 0.035 -0.519 0.053
H 0.36977 2.14004 -2.18454 -0.068 0.169 -0.368
H 1.88590 1.90091 -2.43272 -0.111 0.120 -0.145
O 1.13651 1.64809 -1.88443 0.226 -0.169 0.347
H 2.17175 -2.11028 1.39168 0.123 -0.789 0.126
H 1.31810 -3.31261 0.80018 0.285 -0.064 0.282
O 1.50781 -2.37298 0.74794 -0.202 0.735 -0.301


Record 4
25
Properties=species:S:1:pos:R:3:forces:R:3 method="wB97M-V/def2-TZVPD" gap_ev=4.88 charge=+2 relative_energy_kj_mol=328.0
O 3.62809 0.22404 1.96376 -0.239 -0.960 -0.944
C 3.37795 -0.37480 0.94876 0.333 2.453 -0.815
C 2.69093 0.33712 -0.30786 -0.666 -0.249 -0.223
C 1.06414 0.32257 -0.28454 -2.220 -1.802 0.238
C 0.27162 1.63316 -0.37960 0.320 -0.921 -0.182
C 1.00066 2.98156 -0.45490 -0.496 0.505 -1.633
O 1.48222 3.38284 0.60483 -0.395 -0.545 -0.332
O 1.08068 3.67509 -1.52317 -0.488 -2.244 2.324
C -1.24959 1.63833 -0.39374 -0.075 -1.714 0.162
C -2.05631 0.39028 -0.29294 2.340 1.926 -0.297
N -3.44699 0.53800 -0.33459 1.027 -3.720 0.511
C -4.03600 -0.67399 -0.20629 0.052 0.364 0.028
C -3.31687 -1.98935 -0.04603 0.766 1.081 -0.250
N -1.94825 -2.11580 -0.05047 -1.651 2.442 -0.053
C -1.32344 -0.89873 -0.17393 0.312 0.145 -0.062
C 0.22145 -0.91320 -0.18392 1.697 2.958 -0.441
O 0.90735 -2.16361 -0.12123 -2.276 1.715 -1.728
H 3.62502 -1.50065 0.84895 0.974 1.318 -0.711
H 3.04678 1.40803 -0.32703 -0.430 -1.152 0.290
H 3.09216 -0.14508 -1.24521 -0.703 0.327 0.840
H -1.76055 2.63759 -0.49302 0.449 -1.203 0.132
H -5.16252 -0.69662 -0.20479 1.363 0.023 -0.039
H -3.92857 -2.92266 0.07137 0.729 0.984 -0.129
H 0.75392 -2.61104 0.77769 -3.623 -0.876 -3.571
Tl 1.98613 -2.16308 1.80792 2.900 -0.854 6.887


Record 5
24
Properties=species:S:1:pos:R:3:forces:R:3 method="wB97M-V/def2-TZVPD" gap_ev="2.88 / 7.39" charge=-1 spin_multiplicity=2 relative_energy_kj_mol=30.0
C 1.10705 -2.46336 -1.83358 0.127 -0.129 1.022
C 1.12205 0.32535 0.79122 -0.447 -1.379 -0.007
C 1.48637 -0.48585 -0.33270 -1.295 -0.359 0.711
C 0.01854 -0.03223 1.58537 0.888 0.599 -0.686
C 0.73461 -1.61978 -0.62677 0.077 0.108 -0.111
C -0.72198 -1.15456 1.26571 -1.106 0.861 1.569
C -0.35643 -1.96657 0.18986 0.876 -0.580 -1.396
O -0.33879 0.77764 2.64694 1.038 1.491 0.579
H 1.72012 1.16778 0.96011 0.457 1.388 0.570
H 2.36905 -0.23359 -0.85971 0.687 0.083 -0.707
H 0.37018 1.50373 2.79897 -1.530 -2.041 -0.656
H -1.63182 -1.39172 1.83387 0.484 0.142 -0.034
H 0.77848 -3.46785 -1.60532 -0.199 -0.522 -0.236
H 2.19849 -2.52432 -1.92756 -0.180 0.227 -0.286
H -0.93613 -2.86143 -0.01115 0.030 0.017 -0.161
H 0.63193 -2.13304 -2.75239 0.081 0.117 -0.177
C -1.30784 2.40752 -0.72951 -0.369 1.249 0.318
C -1.25995 2.92018 -2.15669 0.195 0.982 0.470
H -1.11233 1.37356 -0.73183 0.335 -1.340 0.421
H -0.56050 2.92496 -0.10272 -0.292 -0.331 -0.179
H -2.30399 2.59345 -0.28978 0.378 -0.188 -0.094
H -1.63807 3.95796 -2.12178 0.075 -0.282 -0.492
H -1.90464 2.30996 -2.79638 0.344 0.187 -0.186
H -0.20500 2.97521 -2.48724 -0.654 -0.299 -0.253


Record 6
13
Properties=species:S:1:pos:R:3:forces:R:3 method="wB97M-V/def2-TZVPD" gap_ev="6.13 / 7.24" charge=0 spin_multiplicity=3 relative_energy_kj_mol=0.0
C 0.97258 2.41869 -1.14819 1.478 0.262 -0.517
C -1.67695 -0.09110 0.62804 -1.543 -2.167 1.611
C -0.28953 -0.68394 0.60152 -1.430 3.039 7.101
N 0.22621 -1.25263 -0.38752 0.762 -2.722 -5.752
O 0.41514 2.21323 -0.18490 -2.131 -0.524 2.423
O 1.65933 2.63279 -2.03697 0.697 0.342 -1.932
Br 3.18265 -1.85107 0.24122 -0.584 0.167 -0.095
H -2.37241 -0.49196 -0.09507 0.287 0.212 -1.197
H -2.29861 -0.52220 1.50622 1.389 1.023 -0.562
H -1.68107 0.98166 0.65212 -0.065 0.558 -0.070
H -0.13200 -1.23270 -1.36689 1.372 0.013 0.878
H 1.72620 -1.50219 -0.00636 0.379 -0.204 -0.264
H 0.26847 -0.61858 1.59679 -0.612 0.002 -1.622


Record 7
22
Properties=species:S:1:pos:R:3:forces:R:3 method="wB97M-V/def2-TZVPD" gap_ev=7.05 charge=-1 relative_energy_kj_mol=96.7
C -1.11698 -1.72582 1.89336 -1.379 -0.335 -0.028
N -0.65674 -0.61704 1.11494 0.754 1.379 -0.040
C 0.39360 0.15474 1.73857 1.838 0.466 1.062
C 1.32788 0.97447 0.78278 -1.684 -0.420 1.208
S 2.25901 -0.04552 -0.33983 0.925 -0.293 -0.314
H -1.53474 -1.34523 2.83346 0.465 0.105 0.167
H -0.44011 -2.55874 2.12722 0.365 0.249 -0.150
H -2.02934 -2.15835 1.45523 0.362 -0.087 -0.350
H -0.28863 -0.75108 0.17869 -0.380 -1.114 -0.037
H 0.07961 0.79635 2.58386 -0.757 0.197 -0.541
H 1.17460 -0.41458 2.27979 -0.381 -0.900 -0.223
H 1.89803 1.55156 1.53603 0.194 0.062 -0.839
H 0.68665 1.60361 0.18780 -0.111 0.842 -0.094
H 0.16363 -1.29099 -2.96275 -0.066 -0.073 -0.089
H 0.92020 -0.88499 -1.67194 -0.756 -0.330 0.329
O 0.07535 -1.35429 -2.00650 0.418 0.412 -0.302
H -1.51772 0.34461 -2.06382 0.179 -0.104 0.127
H -1.89774 1.07929 -0.80344 0.143 -0.035 0.318
O -1.76996 1.22379 -1.74470 -0.254 -0.152 -0.292
H 1.50860 1.50815 -2.22085 -0.584 0.004 0.287
H -0.06332 1.80489 -2.30794 0.882 0.064 0.114
O 0.82811 2.10516 -2.58996 -0.174 0.064 -0.313